{
  "formula": "C18H22ClFN6O2",
  "method": "the ωB97M-V functional and the def2-TZVPD basis",
  "fmax_ev_per_a": 5.47,
  "total_energy_ev": -47296.1013,
  "e_above_lowest_kj_mol": 45.70,
  "orbital_gap_ev": 9.03,
  "lumo_ev": 0.6,
  "elements": ["Cl", "F", "O", "O", "N", "N", "N", "N", "N", "N", "C", "C", "C", "C", "C", "C", "C", "C", "C", "C", "C", "C", "C", "C", "C", "C", "C", "C", "H", "H", "H", "H", "H", "H", "H", "H", "H", "H", "H", "H", "H", "H", "H", "H", "H", "H", "H", "H", "H", "H"],
  "coordinates": [[-3.037, 5.674, 1.764], [2.749, -1.091, -4.599], [0.047, -2.659, -0.901], [3.490, 0.835, -2.889], [-3.825, 3.626, 5.043], [-0.442, 1.891, 0.250], [1.328, -1.166, -1.866], [-1.966, 2.882, 1.586], [-2.544, 2.179, 3.753], [-1.776, -1.866, 0.928], [-3.020, 4.339, 2.929], [-3.800, 4.546, 4.067], [4.994, -0.680, -1.684], [-3.178, 2.498, 4.807], [-1.802, 0.471, 1.358], [-1.341, 1.714, 1.132], [-2.757, -2.021, 2.087], [0.048, 0.838, -0.477], [-4.197, -1.933, 1.569], [-1.252, -0.640, 0.657], [0.276, -1.462, -1.045], [-0.290, -0.409, -0.266], [-3.725, -3.258, 2.150], [3.290, -1.494, -3.455], [-2.501, 3.071, 2.806], [5.348, -0.301, -4.229], [2.176, -2.127, -2.643], [4.233, -0.352, -3.030], [-1.145, -2.639, 0.791], [-4.045, -3.582, 3.083], [-2.509, -1.591, 2.991], [3.856, -2.390, -3.783], [-1.465, 3.681, 1.170], [5.767, -1.276, -4.422], [-4.382, -1.951, 0.486], [5.614, -1.547, -1.744], [-3.291, 1.589, 5.428], [6.149, 0.278, -3.762], [5.065, -0.019, -5.272], [-4.874, -1.363, 2.247], [-3.537, -4.063, 1.386], [2.626, -2.846, -1.885], [3.080, 1.143, -3.734], [4.117, -0.851, -1.018], [0.832, 1.072, -1.217], [1.579, -2.668, -3.405], [-2.732, 0.549, 1.925], [5.663, 0.189, -1.410], [-4.517, 5.393, 4.202], [1.623, -0.213, -1.856]],
  "forces_ev_per_angstrom": [[0.329, -1.144, 0.271], [-1.657, 1.564, -2.858], [-1.108, -0.329, 0.343], [-0.261, 0.686, -0.211], [-0.596, 0.171, 0.202], [3.880, 0.737, -3.789], [0.396, 0.613, -0.981], [2.231, -0.790, -1.240], [1.437, -1.361, -2.436], [-0.932, -1.194, 2.262], [-2.433, 2.399, 1.865], [-0.054, -0.206, 0.385], [-1.791, 1.904, -0.785], [-1.774, -0.768, 2.400], [-1.616, -1.092, 0.572], [-1.134, -0.265, -0.167], [-1.167, -1.553, -4.461], [0.981, 5.268, 0.800], [-0.255, -0.092, 1.827], [-3.526, 0.075, 3.531], [2.973, -2.940, -1.180], [-0.077, -1.721, -0.787], [2.099, 0.923, -3.403], [1.138, -1.863, 1.207], [0.769, 1.835, -1.746], [-0.754, 0.371, 1.043], [-0.584, 0.044, 2.278], [1.829, -1.541, -1.523], [-0.015, -0.118, -0.441], [-0.422, -0.393, 1.527], [0.560, 1.070, 1.621], [0.419, 0.383, 0.719], [-0.742, -0.383, 0.252], [0.054, -0.670, 0.507], [0.239, 0.432, 0.714], [0.161, -0.706, -0.265], [-0.067, 1.194, 0.743], [0.039, 0.371, -0.763], [-0.221, 0.607, 1.175], [0.277, -0.396, -0.996], [-0.211, 0.895, 1.017], [-0.614, 0.590, -1.065], [0.713, -0.769, 0.806], [1.154, 0.250, 0.383], [-0.762, 0.482, 0.544], [0.151, 0.074, 0.754], [0.447, -1.425, 0.094], [-1.096, -0.854, -0.044], [1.094, -0.504, -0.244], [0.499, 0.141, -0.458]],
  "lowdin_charge": [0.668, 0.025, 0.056, -0.016, 0.075, 0.131, 0.084, 0.125, 0.153, 0.094, -0.536, -0.149, 0.002, -0.243, 0.056, -0.371, -0.222, -0.038, -0.125, -0.173, -0.420, -0.131, -0.089, -0.359, -0.366, -0.012, -0.074, -0.513, 0.116, 0.063, 0.103, 0.156, 0.128, 0.063, 0.111, 0.071, 0.124, 0.072, 0.090, 0.105, 0.115, 0.146, 0.132, 0.089, 0.127, 0.138, 0.114, 0.106, 0.124, 0.073]
}